Entry 1:
Molecular formula: C52H42FN6O4PW
Method: DFT, wB97M-V/def2-TZVPD

Calculated values
HOMO energy (spin up / spin down) in eV: -6.47 / -7.33
LUMO (spin up / spin down) in eV: -0.36 / -0.36
Strongest force on any atom in hartree/bohr: 0.0225
Frontier orbital gap (spin up / spin down) in eV: 6.108 / 6.965

Structure (ORCA input):
```
! RIJCOSX wB97M-V def2-TZVPD def2/J DEFGRID3
* xyz 0 3
W -0.2449 0.3249 0.1415
C -5.7182 2.3968 -3.7530
C -4.8682 1.7383 -2.7050
C -5.1922 1.8111 -1.3495
C -4.3658 1.2699 -0.3877
C -3.1769 0.6055 -0.7121
N -2.3398 0.0986 0.2828
C -2.9751 -0.7968 1.1471
C -4.0787 -1.5474 0.7057
C -4.7419 -2.4518 1.5081
C -4.3107 -2.6954 2.8098
C -4.9639 -3.7241 3.6884
C -3.1990 -1.9942 3.2454
C -2.5573 -1.0496 2.4547
N -1.4135 -0.4020 3.0225
C -1.1366 -0.3499 4.3408
C 0.2166 -0.1850 4.4966
C 0.7115 -0.1281 3.1908
N -0.2689 -0.2493 2.3072
C -2.9017 0.4744 -2.0750
C -3.7070 1.0653 -3.0464
N -1.7813 -0.2770 -2.5409
C -1.7450 -1.0109 -3.6715
C -0.4507 -1.4318 -3.8680
C 0.2526 -0.9110 -2.7811
N -0.5531 -0.2285 -1.9797
H -6.7101 2.6253 -3.3647
H -5.8402 1.7574 -4.6277
H -5.2725 3.3349 -4.0899
H -6.0964 2.3232 -1.0432
H -4.6314 1.3516 0.6599
H -4.4126 -1.4095 -0.3136
H -5.5836 -3.0011 1.1035
H -5.8406 -4.1509 3.2020
H -5.2871 -3.2956 4.6387
H -4.2791 -4.5437 3.9133
H -2.7926 -2.2377 4.2172
H -1.9208 -0.4403 5.0704
H 0.7643 -0.0841 5.4152
H 1.7150 0.0898 2.8683
H -3.4021 1.0083 -4.0842
H -2.6448 -1.1730 -4.2382
H -0.0687 -2.0373 -4.6694
H 1.2948 -1.0097 -2.5335
C 4.3270 2.0413 -4.0368
C 4.1742 0.6789 -3.8083
C 3.6049 0.2353 -2.6271
C 3.1796 1.1511 -1.6636
C 3.3312 2.5129 -1.9000
C 3.9042 2.9554 -3.0848
P 2.3896 0.5451 -0.1491
C 3.5857 -0.6516 0.4934
C 4.9600 -0.5105 0.3065
C 5.8328 -1.4332 0.8581
C 5.3434 -2.5022 1.5989
C 3.9777 -2.6488 1.7901
C 3.1048 -1.7217 1.2398
C 2.1577 1.8945 1.0003
C 3.0762 2.7116 1.6660
C 2.5999 3.5816 2.6244
C 1.2297 3.6133 2.9125
C 0.3342 2.7996 2.2450
C 0.7855 1.9184 1.2502
H 4.7794 2.3870 -4.9570
H 4.5000 -0.0388 -4.5494
H 3.5031 -0.8322 -2.4581
H 3.0035 3.2265 -1.1548
H 4.0222 4.0169 -3.2593
H 5.3473 0.3082 -0.2885
H 6.8983 -1.3232 0.7043
H 6.0310 -3.2194 2.0281
H 3.5852 -3.4834 2.3570
H 2.0408 -1.8312 1.3898
H 4.1374 2.6535 1.4487
H 3.2793 4.2266 3.1664
H 0.8683 4.2885 3.6792
H -0.7178 2.8480 2.4970
F -1.3843 7.2469 1.4479
C -1.1813 6.0553 0.8333
C -2.1600 5.0856 0.9135
C -1.9371 3.8630 0.2982
C -0.7587 3.5977 -0.3996
C -0.4992 2.2669 -1.0213
C 0.1839 4.6228 -0.4780
C -0.0077 5.8500 0.1373
H -3.0737 5.2906 1.4556
H -2.6902 3.0911 0.3821
H 0.4226 2.3409 -1.6176
H -1.2857 2.0791 -1.7501
H 1.1004 4.4505 -1.0289
H 0.7306 6.6384 0.0820
O -0.6424 -3.0507 1.9019
C -0.1225 -2.8839 0.8096
O -0.1716 -1.8378 0.0596
C 0.7707 -3.9747 0.2372
C 0.9632 -5.1632 0.9306
C 1.8360 -6.1324 0.4502
C 2.5410 -5.9196 -0.7268
C 2.3298 -4.7232 -1.3912
C 1.4581 -3.7555 -0.9456
N 3.0908 -4.4456 -2.6286
O 2.9921 -3.3314 -3.1127
O 3.8817 -5.2825 -3.0058
H 0.4198 -5.3044 1.8558
H 1.9767 -7.0552 0.9966
H 3.2362 -6.6448 -1.1209
H 1.3227 -2.8321 -1.4786
*
```

***

Entry 2:
Molecular formula: C36H108O36
Method: DFT, wB97M-V/def2-TZVPD

Calculated values
HOMO energy in eV: -9.59
LUMO in eV: -0.18
Strongest force on any atom in hartree/bohr: 0.0643
Frontier orbital gap in eV: 9.412

Structure (ORCA input):
```
! RIJCOSX wB97M-V def2-TZVPD def2/J DEFGRID3
* xyz 0 1
C -12.4439 -27.9015 7.1306
C -11.6788 -26.5715 7.2376
O -10.3844 -26.8694 7.6051
O -13.8482 -27.8794 7.0586
H -12.2770 -28.3596 8.1054
H -12.0090 -28.5147 6.3413
H -12.0581 -25.8404 7.9516
H -11.5897 -26.1057 6.2562
H -9.8556 -26.1266 7.3049
H -14.2242 -27.8587 7.9416
C -0.2692 -19.7547 8.2404
C -0.9609 -20.0923 6.9242
O -2.2681 -20.5694 7.2228
O -0.8577 -18.6080 8.7680
H 0.7821 -19.6478 7.9730
H -0.2700 -20.5881 8.9429
H -0.4674 -20.8845 6.3612
H -0.9139 -19.3001 6.1770
H -2.7770 -19.8070 7.5080
H -0.6175 -17.8596 8.2168
C -4.9536 -23.5917 11.2745
C -4.5570 -25.0596 11.0358
O -5.4698 -25.6620 10.1868
O -3.9367 -22.9650 12.0943
H -5.9850 -23.5552 11.6252
H -4.9791 -23.0157 10.3496
H -4.5847 -25.5609 12.0033
H -3.5345 -25.1013 10.6605
H -5.1859 -26.5521 9.9664
H -4.0885 -22.0223 12.1937
C -4.8329 -19.7031 9.4602
C -5.1370 -20.9668 8.5911
O -6.4791 -21.5397 8.7232
O -5.3416 -18.5201 8.9277
H -3.7505 -19.5852 9.5103
H -5.3346 -19.8933 10.4090
H -4.3549 -21.6815 8.8471
H -5.0923 -20.7028 7.5345
H -6.6053 -22.0760 7.9371
H -4.7045 -18.0005 8.4320
C -5.5456 -27.0945 1.9836
C -6.5825 -25.9922 1.7409
O -5.9410 -24.7636 1.3698
O -4.4394 -27.1322 1.0941
H -6.1357 -28.0024 1.8588
H -5.1182 -26.9343 2.9735
H -7.1743 -25.7608 2.6265
H -7.3306 -26.3712 1.0447
H -5.3004 -24.9369 0.6761
H -4.7486 -27.3610 0.2145
C -7.3919 -28.2557 8.6572
C -6.0269 -29.0140 8.7815
O -4.9342 -28.1764 9.2676
O -8.2923 -28.8566 7.7824
H -7.0669 -27.2961 8.2551
H -7.8810 -28.2019 9.6299
H -5.6857 -29.3864 7.8156
H -6.1474 -29.8199 9.5054
H -4.4265 -28.6434 9.9353
H -9.0750 -28.3008 7.7929
C -6.0813 -21.2845 3.1308
C -7.3102 -20.4821 3.6635
O -6.8281 -19.4169 4.4829
O -5.5538 -22.0334 4.1741
H -5.3614 -20.5356 2.8004
H -6.3541 -21.8892 2.2660
H -7.9282 -21.1577 4.2548
H -7.8883 -20.0264 2.8597
H -7.2212 -19.4375 5.3585
H -4.7777 -22.5643 3.9808
C -9.7409 -30.7033 1.9378
C -10.7520 -29.9444 2.8272
O -11.7430 -29.3375 2.0654
O -8.5978 -29.9316 1.7832
H -10.0542 -30.9590 0.9256
H -9.4090 -31.6507 2.3625
H -10.4202 -29.2439 3.5935
H -11.2464 -30.7238 3.4071
H -11.3936 -28.4936 1.7697
H -7.8751 -30.5046 1.5167
C -2.2001 -29.8719 6.3511
C -2.3058 -29.0427 5.0873
O -1.3591 -28.0100 5.0818
O -1.0671 -30.6760 6.3657
H -3.1370 -30.3775 6.5850
H -2.0572 -29.1376 7.1439
H -3.3014 -28.6220 4.9467
H -2.1450 -29.7663 4.2881
H -1.4864 -27.6224 4.2128
H -0.2936 -30.1599 6.1272
C -2.5755 -23.5683 1.2559
C -2.4893 -24.1121 2.7275
O -2.8283 -23.1069 3.6701
O -1.7231 -22.5107 0.8679
H -3.6198 -23.2687 1.1671
H -2.5200 -24.3511 0.4994
H -1.4294 -24.3199 2.8738
H -3.0913 -25.0184 2.7942
H -2.1580 -23.0075 4.3500
H -2.2854 -21.9692 0.3092
C -9.3079 -23.8216 1.8204
C -10.5165 -23.1892 2.4692
O -11.6764 -23.2338 1.6800
O -8.8985 -23.0567 0.7169
H -9.3232 -24.9027 1.6819
H -8.4872 -23.6028 2.5035
H -10.2654 -22.1332 2.5688
H -10.7317 -23.6061 3.4531
H -11.5392 -22.5420 1.0287
H -8.2145 -23.5965 0.3138
C -11.9432 -22.1929 6.2928
C -10.6685 -21.4421 6.6541
O -9.5496 -22.2293 6.6107
O -13.1317 -21.3110 6.4105
H -12.0798 -22.9991 7.0136
H -11.9106 -22.7014 5.3292
H -10.8970 -20.8291 7.5260
H -10.5115 -20.6460 5.9263
H -8.8841 -21.8007 7.1540
H -13.3117 -21.0343 7.3119
C -2.8696 -24.2527 7.6868
C -2.7168 -25.7282 7.3731
O -1.3341 -26.1620 7.2517
O -2.3980 -23.4108 6.6212
H -2.1618 -24.0270 8.4843
H -3.8391 -23.9222 8.0594
H -3.2918 -25.9945 6.4862
H -3.1583 -26.2031 8.2493
H -1.2612 -26.7450 6.4925
H -2.5303 -22.4877 6.8490
C -8.3164 -17.2034 8.0539
C -8.9129 -18.5921 7.7269
O -7.9967 -19.5470 7.1692
O -7.6365 -17.2321 9.3298
H -9.1074 -16.4974 8.3068
H -7.7106 -16.7041 7.2977
H -9.5615 -18.3457 6.8863
H -9.5468 -18.9969 8.5158
H -7.2950 -19.6408 7.8176
H -6.8169 -17.7320 9.3298
C -6.9099 -29.4644 4.4743
C -5.8115 -30.2904 3.8220
O -5.0500 -31.0209 4.7813
O -7.6771 -30.3462 5.3075
H -7.6528 -28.9950 3.8294
H -6.4013 -28.7384 5.1087
H -5.1056 -29.6230 3.3276
H -6.2036 -30.9525 3.0499
H -5.7003 -31.5590 5.2388
H -7.6081 -30.0252 6.2096
C -4.2859 -17.3531 5.9687
C -3.9542 -18.4825 4.9406
O -2.6099 -18.4262 4.3692
O -3.4792 -17.4613 7.1529
H -5.3376 -17.4234 6.2465
H -4.2089 -16.4698 5.3346
H -4.6129 -18.4988 4.0723
H -4.1547 -19.4550 5.3902
H -2.5061 -19.2528 3.8921
H -2.5891 -17.1684 6.9443
C -8.5390 -23.8723 9.8567
C -10.0896 -23.8496 9.7833
O -10.6427 -24.0835 11.0474
O -8.0322 -25.1604 10.0430
H -8.2395 -23.2730 10.7165
H -8.1642 -23.3506 8.9762
H -10.3908 -24.5404 8.9958
H -10.4384 -22.9293 9.3147
H -11.1263 -24.9125 11.0702
H -7.0751 -25.1186 10.1051
C -6.4671 -24.4908 6.5131
C -7.5568 -24.9423 5.4706
O -8.9331 -24.8956 6.0406
O -6.4233 -23.0663 6.6203
H -5.5074 -24.9000 6.1975
H -6.7547 -24.9126 7.4761
H -7.4319 -25.9998 5.2376
H -7.5369 -24.2867 4.6000
H -9.1884 -23.9705 6.0636
H -6.0175 -22.7978 5.7928
*
```

***

In the order shown, the computed energy values come out to -3144.51031, -4144.71021 hartree.